DFT (ωB97M-V/def2-TZVPD) results for the molecule C5H9NOS in a non-equilibrium geometry.

Each line ends with the Löwdin charge.
Atoms and positions in Å:
H -2.90 1.16 -0.85  0.1211
H -2.12 -1.59 0.22  0.0907
H -0.28 1.91 1.36  0.1671
C 1.96 -0.32 -0.38  -0.3436
H 2.08 1.78 0.90  0.2021
H 2.85 -0.82 -0.01  0.0592
C 1.48 0.97 0.17  -0.3291
C 0.12 1.06 0.78  -0.3469
H -2.92 -0.23 1.20  0.1561
N -2.09 0.32 -0.98  -0.0726
O 0.38 1.57 -0.49  -0.0706
C -1.95 -0.43 0.37  -0.3401
C -0.48 -0.27 0.86  -0.5727
H -0.26 -0.61 1.98  0.1473
H 1.92 -0.23 -1.64  0.1517
S 0.48 -1.47 -0.14  0.8752
H -1.29 1.19 -0.90  0.1051

The value obtained for the LUMO energy is 0.7 eV. For the molar mass, the calculation gives 131.2 u. For the energy above the lowest of the compared OMol25 structures with the same formula, charge and spin, the calculation gives 124.6 kcal per mole. As for the HOMO energy: -8.574 eV. The total charge is 0. Its SMILES is NC[C@H]1SC[C@H]2O[C@H]21. The total energy is -19698.8998 eV. As for the orbital gap: 9.3 eV.